This record from the Open Molecules 2025 dataset describes C7H9N in the gas phase at a distorted geometry. The level of theory is ωB97M-V/def2-TZVPD.

Geometry as XYZ:
```
17
Properties=species:S:1:pos:R:3:forces:R:3
C 0.51331 1.94729 1.48928 3.019 2.638 0.437
C 0.70569 0.83431 0.50038 -0.403 -2.167 3.873
C 1.30775 -0.54996 0.74579 -1.865 1.690 -7.213
C -0.16557 -0.43275 0.38304 -2.319 3.006 1.775
C -1.19982 -0.58127 -0.76881 3.765 -1.532 0.265
C -0.73301 -1.58462 -1.64301 0.463 2.089 2.518
C -1.57638 -2.01143 -2.69550 -0.248 -0.779 -0.503
N -2.35976 -2.42355 -3.43591 0.351 0.260 0.017
H -0.18220 2.72872 1.22556 -1.199 -0.441 -0.309
H 0.43104 1.75672 2.56992 -0.030 -0.381 -0.498
H 1.45062 2.73849 1.37769 -1.544 -2.333 0.512
H 0.79113 1.21050 -0.38653 1.488 2.069 -5.268
H 1.82389 -0.86227 -0.22062 0.149 0.121 1.933
H 1.58248 -0.84430 1.65279 1.204 -1.407 3.469
H -0.69481 -0.09518 1.25606 -1.023 -1.429 0.860
H -2.06575 0.21378 -0.68348 1.584 -2.332 -0.757
H 0.37140 -2.04446 -1.36664 -3.394 0.931 -1.111
```
Forces are in eV/Å.

Calculated values
* 2S+1: 1
* strongest force on any atom: 7.64 eV/A
* LUMO level: 0.0121 Ha
* net charge: 0
* energy above the lowest of the compared OMol25 structures with the same formula, charge and spin: 115.39 kcal per mole
* structure (SMILES): C[C@H]1C[C@@H]1/C=C/C#N
* HOMO-LUMO gap: 9.39 eV
* total energy: -326.70708 Eh
* HOMO level: -9.06 eV


This record from the Open Molecules 2025 dataset describes a molecular structure, C7H9N at a distorted geometry. The level of theory is ωB97M-V/def2-TZVPD.

Geometry as XYZ:
```
17
Properties=species:S:1:pos:R:3:forces:R:3
C -2.15321 -0.20949 2.00715 0.663 -0.527 -0.870
C -0.73871 -0.05039 1.45891 -0.492 0.768 0.277
C -0.50720 1.07164 0.65468 -1.235 0.131 0.248
N 0.81304 1.21788 0.10220 0.891 -0.448 -0.187
C 0.60160 -0.02358 -0.59773 -0.029 0.785 -0.058
C -0.51240 -0.49504 0.01218 0.861 -2.086 -0.266
C 2.46820 -0.11618 -2.18778 0.756 0.227 0.004
C 1.36557 -0.60967 -1.64596 0.012 -0.176 -0.552
H -2.26038 -1.22552 2.37858 -0.104 0.029 0.338
H -2.89635 -0.11957 1.20114 -0.154 0.351 0.238
H -2.31739 0.50951 2.80146 -0.187 0.015 0.068
H -1.29232 1.72039 0.25722 0.237 0.392 0.160
H 1.51369 1.07176 0.84006 -0.066 0.185 0.027
H -1.04846 -1.30283 -0.47525 -0.710 0.238 0.403
H 3.04162 -0.70273 -2.89387 -0.097 0.089 -0.090
H 2.88602 0.83803 -1.89498 -0.082 0.079 0.030
H 1.03667 -1.57423 -2.01803 -0.262 -0.051 0.230
```
Forces are in eV/Å.

Calculated values
* 2S+1: 1
* strongest force on any atom: 2.27 eV/A
* LUMO level: 0.0071 Ha
* net charge: 0
* energy above the lowest of the compared OMol25 structures with the same formula, charge and spin: 127.83 kcal per mole
* HOMO-LUMO gap: 7.16 eV
* total energy: -326.68726 Eh
* HOMO level: -6.97 eV